# 1
ORCA calculation (ωB97M-V/def2-TZVPD) on a structure of composition CH3I2N in a non-equilibrium geometry.

Element x y z (Å)
C -0.2653 0.1265 -0.0038
N -1.9769 0.1069 -0.6967
I -2.7983 -1.7555 -0.0287
I -2.8176 1.7027 0.0676
H 0.1265 1.0736 0.0353
H -0.1607 -0.5927 0.8494
H 0.0771 -0.4835 -0.8032

Atoms 1-3, force components in eV/Å:
C -3.781 -4.350 -1.082
N 3.927 -1.777 1.334
I 0.312 0.831 -0.231

Values from the calculation:
HOMO-LUMO gap in eV: 7.809
Energy above the lowest of the compared OMol25 structures with the same formula, charge and spin in kcal per mole: 46.1
Molecular weight in g mol⁻¹: 282.8
E_tot in eV: -18773.8611
Multiplicity: 1

# 2
ORCA calculation (ωB97M-V/def2-TZVPD) on an isolated molecule of CH3I2NO in a non-equilibrium geometry.

Element x y z (Å)
C -1.1858 0.0546 -0.1596
N 1.5368 -0.2066 0.9056
O -0.3200 -0.6662 -1.0578
I 1.2666 -1.5299 -0.3894
I 2.6541 1.4345 0.4598
H -1.7257 0.8122 -0.7301
H -0.3991 0.5773 0.3668
H -1.8268 -0.4758 0.6047

Atoms 1-3, force components in eV/Å:
C 1.077 0.712 0.710
N 0.253 4.400 3.096
O -3.182 1.063 -0.676

Values from the calculation:
HOMO-LUMO gap (alpha / beta) in eV: 5.812 / 6.368
Energy above the lowest of the compared OMol25 structures with the same formula, charge and spin in kcal per mole: 40.0
Molecular weight in g mol⁻¹: 298.8
E_tot in eV: -20817.2601
Multiplicity: 3

# 3
ORCA calculation (ωB97M-V/def2-TZVPD) on a structure of composition CH3I2O2P in a non-equilibrium geometry.

Element x y z (Å)
C 0.0670 -0.0285 -0.0692
O 1.8526 -0.3602 2.1374
O 2.5762 -0.8592 -0.3653
P 1.7687 0.0551 0.7028
I 4.4954 -1.1943 -0.1952
I 2.8593 2.1651 0.0425
H 0.1848 -0.6492 -1.1003
H -0.6087 -0.5224 0.5766
H -0.3807 0.9805 -0.3251

Atoms 1-3, force components in eV/Å:
C 1.218 0.442 -3.100
O -0.039 0.876 -1.936
O -0.793 -0.032 0.287

Values from the calculation:
HOMO-LUMO gap in eV: 8.651
Energy above the lowest of the compared OMol25 structures with the same formula, charge and spin in kcal per mole: 21.3
Molecular weight in g mol⁻¹: 331.8
E_tot in eV: -30671.5711
Multiplicity: 1

# 4
ORCA calculation (ωB97M-V/def2-TZVPD) on a cluster of 2 separate species, CH3I2P in total in a non-equilibrium geometry.

Element x y z (Å)
C -0.5555 1.9305 0.0329
P 0.2239 0.8441 1.0751
I -0.3423 -1.4205 0.5393
H -0.1539 2.9633 -0.0534
H -1.5225 1.9123 -0.4910
I 2.0445 -4.9686 -0.6552
H 0.6689 -4.3368 -0.2936

Atoms 1-3, force components in eV/Å:
C -0.142 -0.048 0.635
P 0.125 1.914 -1.128
I -0.633 -0.298 -0.097

Values from the calculation:
HOMO-LUMO gap in eV: 8.540
Energy above the lowest of the compared OMol25 structures with the same formula, charge and spin in kcal per mole: 50.9
Molecular weight in g mol⁻¹: 299.8
E_tot in eV: -26574.5985
Multiplicity: 1

# 5
ORCA calculation (ωB97M-V/def2-TZVPD) on a structure of composition CH3I2P in a non-equilibrium geometry.

Element x y z (Å)
C -0.2170 1.1301 0.2346
P -0.3540 -0.5675 -0.5507
I -0.7189 2.8737 -1.0335
I 1.7556 1.5233 1.0376
H -0.7325 1.3385 1.1039
H -0.2328 -1.0181 0.6804
H 1.0319 -0.5335 -0.7843

Atoms 1-3, force components in eV/Å:
C 1.578 1.161 -1.952
P -0.365 1.900 -1.781
I 0.009 -0.877 0.269

Values from the calculation:
HOMO-LUMO gap in eV: 8.720
Energy above the lowest of the compared OMol25 structures with the same formula, charge and spin in kcal per mole: 57.0
Molecular weight in g mol⁻¹: 299.8
E_tot in eV: -26574.3342
Multiplicity: 1

# 6
ORCA calculation (ωB97M-V/def2-TZVPD) on a structure of composition CH3I3N in a non-equilibrium geometry.

Element x y z (Å)
C 0.5051 -1.3878 -0.0464
N 1.6350 -1.1974 0.5871
I 0.5022 -1.3854 -2.1252
I -2.8313 3.2880 -0.2432
I -1.3297 -1.4333 0.9050
H -2.6416 4.7359 -0.7677
H 2.5251 -1.3000 0.0513
H 1.6351 -1.3201 1.6392

Atoms 1-3, force components in eV/Å:
C 0.212 0.747 -0.347
N -0.339 -1.343 0.645
I 0.099 -0.101 0.514

Values from the calculation:
HOMO-LUMO gap in eV: 6.869
Energy above the lowest of the compared OMol25 structures with the same formula, charge and spin in kcal per mole: 2.1
Molecular weight in g mol⁻¹: 409.8
E_tot in eV: -26869.5508
Multiplicity: 1
Net charge: +1

# 7
ORCA calculation (ωB97M-V/def2-TZVPD) on a cluster of 2 separate species, CH3I3P in total in a non-equilibrium geometry.

Element x y z (Å)
C 0.0548 -1.4542 0.3649
P -1.2921 -0.2211 0.3102
I 1.5284 4.8770 0.2340
I 0.8512 2.3539 -0.3375
I -1.9966 -0.4642 -1.9308
H -0.1743 -2.3491 -0.3039
H 0.0502 -1.8643 1.3812
H 0.9784 -0.8780 0.2820

Atoms 1-3, force components in eV/Å:
C -1.439 -1.027 0.061
P 0.180 -0.110 -0.672
I -0.213 -0.348 0.062

Values from the calculation:
HOMO-LUMO gap in eV: 5.448
Energy above the lowest of the compared OMol25 structures with the same formula, charge and spin in kcal per mole: 40.9
Molecular weight in g mol⁻¹: 426.7
E_tot in eV: -34668.2718
Multiplicity: 1
Net charge: +1

# 8
ORCA calculation (ωB97M-V/def2-TZVPD) on an isolated molecule of CH3INOP in a non-equilibrium geometry.

Element x y z (Å)
O 0.6755 1.3756 0.7128
C 1.0108 0.3483 0.1862
I 3.1712 -0.2211 -0.2163
N 0.0760 -0.6116 -0.2574
P -1.6925 -0.3700 -0.2176
H 0.3620 -1.4898 -0.7778
H -1.7459 0.8637 -0.6239
H -1.8571 0.1049 1.1940

Atoms 1-3, force components in eV/Å:
O 1.076 -1.329 -0.665
C -1.486 -0.261 -0.211
I -1.361 0.293 0.249

Values from the calculation:
HOMO-LUMO gap in eV: 9.746
Energy above the lowest of the compared OMol25 structures with the same formula, charge and spin in kcal per mole: 8.5
Molecular weight in g mol⁻¹: 202.9
E_tot in eV: -22012.1786
Multiplicity: 1

# 9
ORCA calculation (ωB97M-V/def2-TZVPD) on a cluster of 2 separate species, CH3INP in total in a non-equilibrium geometry.

Element x y z (Å)
C -0.0266 -0.3000 1.0443
N -0.3191 -0.8756 -0.0263
P -0.6087 -1.2800 -1.4608
I 0.7010 2.3268 -1.0000
H -0.8538 0.3699 1.4311
H 0.8734 -0.6311 1.7068
H 0.2337 0.3900 -1.6952

Atoms 1-3, force components in eV/Å:
C -0.692 -0.268 1.904
N 1.439 0.398 3.679
P -0.225 0.049 -4.158

Values from the calculation:
HOMO-LUMO gap (alpha / beta) in eV: 6.827 / 6.583
Energy above the lowest of the compared OMol25 structures with the same formula, charge and spin in kcal per mole: 0.0
Molecular weight in g mol⁻¹: 186.9
E_tot in eV: -19960.9787
Multiplicity: 3

# 10
ORCA calculation (ωB97M-V/def2-TZVPD) on a cluster of 2 separate species, CH3IO2 in total in a non-equilibrium geometry.

Element x y z (Å)
O 1.0682 -0.6962 0.3364
C 2.2013 -0.3458 0.3085
I 3.9327 -1.4134 0.9115
H 2.4984 0.6263 -0.2720
O -2.0467 0.1632 -0.8767
H -1.0981 0.2702 -0.7366
H -2.1974 -0.4078 -0.0637

Atoms 1-3, force components in eV/Å:
O 0.585 -0.204 0.562
C -0.263 1.684 -1.985
I -0.155 -0.097 0.216

Values from the calculation:
HOMO-LUMO gap in eV: 10.335
Energy above the lowest of the compared OMol25 structures with the same formula, charge and spin in kcal per mole: 17.9
Molecular weight in g mol⁻¹: 173.9
E_tot in eV: -13280.4728
Multiplicity: 1

# 11
ORCA calculation (ωB97M-V/def2-TZVPD) on a cluster of 2 separate species, CH3IO2P in total in a non-equilibrium geometry.

Element x y z (Å)
C -2.2203 0.2458 0.0411
O 2.1236 -1.0582 -1.3158
O 1.6973 -1.1780 1.2069
P 1.7378 -0.3961 -0.0436
I 3.2347 1.5947 0.3931
H -2.7728 -0.4840 -0.6886
H -1.2713 -0.0163 0.2670
H -2.5290 1.2920 0.1399

Atoms 1-3, force components in eV/Å:
C -3.744 -0.365 -2.415
O 0.054 0.287 -0.498
O -0.242 -0.156 0.988

Values from the calculation:
HOMO-LUMO gap (alpha / beta) in eV: 8.054 / 6.262
Energy above the lowest of the compared OMol25 structures with the same formula, charge and spin in kcal per mole: 79.4
Molecular weight in g mol⁻¹: 204.9
E_tot in eV: -22571.0503
Multiplicity: 1
Net charge: -1

# 12
ORCA calculation (ωB97M-V/def2-TZVPD) on a structure of composition CH3IO2S2 in a non-equilibrium geometry.

Element x y z (Å)
C 0.8785 1.0949 0.4465
O -1.7411 -0.1440 -0.0181
O 1.1380 -0.1433 -0.0742
S -0.9834 -2.7873 0.6780
S -0.8114 -1.1435 -0.2148
I -0.7868 -1.5923 -2.5649
H 0.0606 1.0761 1.1634
H 0.5898 1.9553 -0.2915
H 1.6558 1.6840 0.8755

Atoms 1-3, force components in eV/Å:
C -0.972 1.413 -0.491
O -3.611 4.295 1.116
O 1.669 2.325 0.147

Values from the calculation:
HOMO-LUMO gap (alpha / beta) in eV: 7.660 / 5.957
Energy above the lowest of the compared OMol25 structures with the same formula, charge and spin in kcal per mole: 51.8
Molecular weight in g mol⁻¹: 238.1
E_tot in eV: -34946.6223
Multiplicity: 3

# 13
ORCA calculation (ωB97M-V/def2-TZVPD) on a cluster of 2 separate species, CH3IO3P in total in a non-equilibrium geometry.

Element x y z (Å)
C -0.3966 -1.5317 1.1937
O 3.3393 -2.0213 -1.1842
O 3.4158 -1.7437 1.3567
O -0.0222 -0.7488 0.1648
P 3.0507 -1.2034 0.0179
I 4.3001 0.8732 -0.1272
H -0.7077 -1.0542 2.2072
H 0.5398 -2.1191 1.6043
H -1.3800 -2.1309 1.0100

Atoms 1-3, force components in eV/Å:
C 0.195 -0.766 2.193
O -1.029 0.945 -0.093
O -1.279 0.806 -0.272

Values from the calculation:
HOMO-LUMO gap (alpha / beta) in eV: 5.500 / 5.508
Energy above the lowest of the compared OMol25 structures with the same formula, charge and spin in kcal per mole: 100.2
Molecular weight in g mol⁻¹: 220.9
E_tot in eV: -24617.9001
Multiplicity: 1
Net charge: -1

# 14
ORCA calculation (ωB97M-V/def2-TZVPD) on a structure of composition CH3IOS in a non-equilibrium geometry.

Element x y z (Å)
C 0.8290 -0.4094 0.1193
O -0.9840 2.1979 -0.9287
S -0.6189 0.6240 0.6288
I -2.4223 -0.6695 -0.0345
H 1.1634 -0.2098 -0.8461
H 0.3719 -1.4716 0.2044
H 1.6609 -0.0615 0.8569

Atoms 1-3, force components in eV/Å:
C -0.807 -0.635 2.925
O 0.864 -2.728 2.618
S 0.184 2.917 -2.653

Values from the calculation:
HOMO-LUMO gap (alpha / beta) in eV: 8.443 / 8.445
Energy above the lowest of the compared OMol25 structures with the same formula, charge and spin in kcal per mole: 94.4
Molecular weight in g mol⁻¹: 190.0
E_tot in eV: -22063.9855
Multiplicity: 1

# 15
ORCA calculation (ωB97M-V/def2-TZVPD) on an isolated molecule of CH3IOS2 in a non-equilibrium geometry.

Element x y z (Å)
C 0.3835 -0.0866 0.0218
O 0.8261 -1.0777 -1.0230
S 2.6055 -3.8550 -2.2503
S 2.1498 -2.2927 -1.0395
I 1.6250 -3.2604 1.1728
H 1.1871 0.0251 0.7533
H -0.4725 -0.5894 0.5285
H 0.3538 0.8115 -0.6310

Atoms 1-3, force components in eV/Å:
C 1.644 -2.100 -0.767
O 0.149 -1.356 -1.276
S -1.694 1.914 1.009

Values from the calculation:
HOMO-LUMO gap in eV: 7.322
Energy above the lowest of the compared OMol25 structures with the same formula, charge and spin in kcal per mole: 54.9
Molecular weight in g mol⁻¹: 222.1
E_tot in eV: -32901.4378
Multiplicity: 1

# 16
ORCA calculation (ωB97M-V/def2-TZVPD) on a cluster of 2 separate species, CH3IOS2 in total in a non-equilibrium geometry.

Element x y z (Å)
C -0.5932 -1.7323 1.3577
O 0.2659 0.5930 0.6714
S 1.3717 2.4057 -2.0264
S 0.4154 -0.8492 0.4431
I -0.7122 1.7520 -2.9330
H -1.2989 -1.3352 2.0609
H -0.5337 -2.7960 1.2203
H 1.0851 1.9619 -0.7940

Atoms 1-3, force components in eV/Å:
C 0.930 0.412 -0.888
O 0.172 0.189 -0.088
S 0.151 0.084 -0.026

Values from the calculation:
HOMO-LUMO gap in eV: 8.237
Energy above the lowest of the compared OMol25 structures with the same formula, charge and spin in kcal per mole: 22.7
Molecular weight in g mol⁻¹: 222.1
E_tot in eV: -32902.8336
Multiplicity: 1

# 17
ORCA calculation (ωB97M-V/def2-TZVPD) on a structure of composition CH3IS in a non-equilibrium geometry.

Element x y z (Å)
C -0.0974 0.2123 -0.4428
S -0.8905 -0.6487 0.8324
I 2.0246 -0.2828 -0.4795
H -0.4420 -0.5212 -1.4654
H -0.2974 1.3628 -0.5175
H -0.2973 -0.1224 2.0728

Atoms 1-3, force components in eV/Å:
C -0.113 -0.583 -3.423
S -0.262 0.153 2.935
I -0.033 0.534 -0.051

Values from the calculation:
HOMO-LUMO gap in eV: 9.143
Energy above the lowest of the compared OMol25 structures with the same formula, charge and spin in kcal per mole: 17.5
Molecular weight in g mol⁻¹: 174.0
E_tot in eV: -20020.1586
Multiplicity: 1

# 18
ORCA calculation (ωB97M-V/def2-TZVPD) on a structure of composition CH3IS in a non-equilibrium geometry.

Element x y z (Å)
C 1.2096 -0.6400 -1.3157
S -1.5180 1.4240 2.3687
I 0.5929 0.4475 0.3340
H 1.3773 -0.1574 -2.2482
H 0.6560 -1.4980 -1.3173
H -2.3178 0.4239 2.1785

Atoms 1-3, force components in eV/Å:
C 0.110 1.955 0.965
S 0.786 1.121 0.055
I 0.567 -0.033 -0.144

Values from the calculation:
HOMO-LUMO gap (alpha / beta) in eV: 8.723 / 6.391
Energy above the lowest of the compared OMol25 structures with the same formula, charge and spin in kcal per mole: 71.1
Molecular weight in g mol⁻¹: 174.0
E_tot in eV: -20017.8337
Multiplicity: 1

# 19
ORCA calculation (ωB97M-V/def2-TZVPD) on a structure of composition CH3MgO2Pm in a non-equilibrium geometry.

Element x y z (Å)
O -0.9818 -1.3468 2.3469
Mg -0.3235 -1.5306 0.6494
O 0.5840 -0.3529 -0.4393
C 0.5471 0.5389 -1.4932
Pm -1.4997 0.2111 4.3454
H -0.4658 0.9268 -1.7181
H 1.1823 1.4135 -1.2490
H 0.9574 0.1399 -2.4420

Atoms 1-3, force components in eV/Å:
O -0.875 2.047 2.897
Mg 0.493 1.249 0.024
O -0.646 -1.100 0.457

Values from the calculation:
HOMO-LUMO gap (alpha / beta) in eV: 5.620 / 5.717
Molecular weight in g mol⁻¹: 216.3
E_tot in eV: -27171.6933
Multiplicity: 6
Net charge: +1

# 20
ORCA calculation (ωB97M-V/def2-TZVPD) on a structure of composition CH3MgO2Sm.

Element x y z (Å)
O -1.3772 -0.0038 -0.1367
C -0.5508 -1.1054 -0.0120
O 0.7648 -0.6734 0.2357
H -0.5815 -1.7472 -0.9216
H -0.8469 -1.7422 0.8521
Sm 0.0671 1.6558 0.0665
Mg 2.5655 -0.2022 -0.2672
H -0.0410 3.8184 0.1834

Atoms 1-3, force components in eV/Å:
O -0.642 -0.581 -0.161
C -0.400 0.041 0.300
O 0.860 -0.178 -0.120

Values from the calculation:
HOMO-LUMO gap (alpha / beta) in eV: 5.324 / 5.583
Molecular weight in g mol⁻¹: 221.7
E_tot in eV: -28528.3333
Multiplicity: 7
Net charge: -1